# 1
# C29H72N5O14V

A structure of composition C29H72N5O14V in a non-equilibrium geometry (ωB97M-V/def2-TZVPD, OMol25).

## Properties
energy: -3418.75924 a.u.
lowest unoccupied orbital energy (alpha / beta): -4.000 / -6.958 eV
largest force on an atom: 4.1 eV Å⁻¹
spin multiplicity: 2
charge: +1
HOMO level (alpha / beta): -10.48 / -10.48 eV
molecular weight: 765.86 g mol⁻¹

The geometry in XYZ format:
```
121
Properties=species:S:1:pos:R:3:lowdin_charge:R:1
O 4.1533 -0.7532 -1.8619 -0.31
V 3.0989 0.2964 -1.2458 1.05
O 3.8902 1.6794 -0.9211 -0.28
O -0.8890 -0.1261 -0.3722 0.12
C 0.4581 -0.0451 -0.5997 -0.71
O 1.1280 -0.8127 -1.3747 -0.09
O 1.1455 0.8522 -0.1685 -0.01
H -0.9961 0.6176 0.2253 0.06
C -2.5663 -3.5388 -5.7186 -0.13
O -2.8539 -2.6869 -4.6970 -0.16
C -2.0994 -2.8894 -3.5244 -0.23
C -2.7117 -2.3821 -2.2093 -0.19
N -3.9914 -3.0585 -1.8038 -0.03
C -4.7043 -2.3547 -0.7481 -0.22
C -5.7890 -3.2367 -0.1678 -0.21
O -6.9324 -3.2999 -1.0424 -0.21
C -7.8756 -2.2000 -0.8648 -0.08
H -3.0986 -3.2737 -6.6321 0.10
H -2.8505 -4.5471 -5.4175 0.10
H -1.5025 -3.5527 -5.9555 0.07
H -1.0922 -2.4727 -3.5220 0.09
H -1.8099 -3.9274 -3.3609 0.13
H -2.6495 -1.2939 -2.2017 0.09
H -1.9891 -2.6324 -1.4326 0.11
H -4.5048 -3.1902 -2.6636 0.11
H -5.1129 -1.4093 -1.1049 0.11
H -4.0172 -2.2298 0.0888 0.12
H -6.1503 -2.9958 0.8320 0.12
H -5.4037 -4.2560 -0.1419 0.12
H -7.2721 -1.2928 -0.8944 0.07
H -8.4394 -2.2887 0.0638 0.09
H -8.5636 -2.1235 -1.7068 0.09
C -2.9477 1.5296 1.1328 -0.11
O -1.8421 2.3018 0.7895 -0.25
C -1.4396 3.2057 1.8638 -0.15
C -0.1741 4.0185 1.5045 -0.19
N 1.0466 3.2148 1.4145 -0.04
C 2.2999 3.9657 1.0548 -0.15
C 2.9276 4.8063 2.1661 -0.24
O 3.8113 5.8137 1.6547 -0.18
C 4.4421 6.4816 2.7970 -0.09
H -3.7248 2.2697 1.3241 0.10
H -2.7371 0.9896 2.0559 0.09
H -3.1192 0.8342 0.3113 0.09
H -1.3362 2.6565 2.7996 0.12
H -2.3442 3.8048 1.9685 0.12
H -0.1702 4.7092 2.3477 0.11
H -0.4070 4.6351 0.6364 0.12
H 0.8183 2.5068 0.7314 0.06
H 2.2368 4.5778 0.1550 0.12
H 3.0668 3.2101 0.8848 0.08
H 3.4461 4.1578 2.8723 0.11
H 2.1871 5.3004 2.7952 0.11
H 5.0591 7.2637 2.3545 0.08
H 5.1054 5.7921 3.3192 0.08
H 3.8022 6.9626 3.5368 0.08
C 3.0641 -0.6992 -8.0460 -0.09
O 2.0954 -1.4076 -7.2971 -0.19
C 2.6145 -1.9500 -6.0932 -0.17
C 1.4501 -2.2169 -5.1131 -0.10
N 0.9649 -1.0277 -4.4419 0.21
C 0.1763 -0.1361 -5.2831 -0.09
C -0.8855 0.6133 -4.4067 -0.14
O -0.0910 1.5978 -3.6335 -0.21
C -0.9765 2.4719 -2.8417 -0.05
H 2.8806 -0.4479 -9.0907 0.10
H 4.0241 -1.2152 -8.0613 0.09
H 3.3626 0.1901 -7.4910 0.09
H 3.3414 -1.2144 -5.7487 0.13
H 3.1008 -2.9131 -6.2482 0.14
H 1.8984 -2.8697 -4.3641 0.14
H 0.6493 -2.7306 -5.6451 0.13
H 0.7253 -1.0426 -3.4609 0.11
H -0.5040 -0.6210 -5.9832 0.15
H 0.7490 0.6148 -5.8273 0.16
H -1.4950 -0.0419 -3.7842 0.11
H -1.4927 1.2185 -5.0799 0.13
H -0.3397 2.9167 -2.0770 0.08
H -1.6585 1.8906 -2.2212 0.08
H -1.4593 3.2652 -3.4124 0.10
C 3.5305 -1.8942 0.9916 -0.04
O 3.7021 -0.4612 0.8322 -0.27
C 3.8379 0.2990 2.0716 -0.13
C 2.6100 0.2464 2.9332 -0.21
N 2.3156 1.5411 3.5873 -0.04
C 1.3756 1.5199 4.7297 -0.15
C 1.0265 2.9843 5.1526 -0.23
O -0.0836 2.9387 5.9901 -0.20
C -0.5373 4.2084 6.4978 -0.08
H 2.5699 -2.0903 1.4677 0.07
H 4.2549 -2.2787 1.7096 0.10
H 3.5765 -2.3595 0.0070 0.09
H 4.0547 1.3308 1.7950 0.12
H 4.6578 -0.1025 2.6671 0.13
H 2.8272 -0.5293 3.6676 0.12
H 1.7584 -0.0552 2.3234 0.10
H 1.8878 2.0013 2.7966 0.05
H 1.7197 0.9533 5.5950 0.12
H 0.4772 1.0394 4.3423 0.09
H 0.7483 3.5542 4.2661 0.10
H 1.8804 3.3894 5.6956 0.13
H -1.4751 4.0629 7.0338 0.09
H -0.6631 5.0146 5.7751 0.08
H 0.2584 4.5341 7.1678 0.08
C -0.7611 -1.2648 3.1920 -0.04
C -1.0145 -2.8115 3.2117 -0.40
C 0.1528 -3.6173 2.6247 -0.23
O 1.2926 -3.4279 3.4179 -0.23
C 2.3864 -4.3711 3.1785 -0.05
N -1.1667 -3.2489 4.6060 0.05
H -0.6893 -0.9187 2.1609 0.05
H 0.1775 -0.9366 3.6385 0.05
H -1.6437 -0.8005 3.6319 0.08
H -1.9420 -3.0689 2.7004 0.13
H 0.3133 -3.2893 1.5977 0.11
H -0.0157 -4.6934 2.5848 0.12
H 3.2012 -4.0962 3.8482 0.09
H 2.7439 -4.2618 2.1546 0.07
H 2.1268 -5.3903 3.4646 0.09
H -1.5157 -4.1890 4.4856 0.07
H -0.1652 -3.2893 4.7306 0.05
```


# 2
# C6H16

A cluster of 2 separate species, C6H16 in total in a non-equilibrium geometry (ωB97M-V/def2-TZVPD, OMol25).

## Properties
energy: -237.74456 a.u.
lowest unoccupied orbital energy (alpha / beta): -2.849 / -10.500 eV
energy above the lowest of the compared OMol25 structures with the same formula, charge and spin: 145.4 kJ/mol
largest force on an atom: 4.6 eV Å⁻¹
spin multiplicity: 2
charge: +1
HOMO level (alpha / beta): -15.11 / -15.10 eV
molecular weight: 88.19 g mol⁻¹

The geometry in XYZ format:
```
22
Properties=species:S:1:pos:R:3:lowdin_charge:R:1
C 0.9005 0.6292 1.1007 -0.31
C 1.3809 1.6166 2.1402 -0.03
C 0.4369 -0.7618 1.7383 0.05
C -0.2828 1.2449 0.3462 0.01
H 1.5254 0.3933 0.2250 0.22
H 1.2957 2.5726 1.7229 0.07
H -0.4221 -0.4255 2.4903 0.17
H -0.0347 -1.5284 1.1418 0.09
H 1.2048 -1.0076 2.3349 0.04
H -0.1231 1.5461 -0.7124 0.13
H -1.0234 0.5386 0.1390 0.08
H 2.4713 1.3953 2.4254 0.14
H 0.7699 1.5620 3.1189 0.15
H -0.6418 2.1840 0.7930 0.13
C -0.5708 -1.9308 -2.3993 -0.14
C -1.3317 -0.6160 -2.3730 -0.15
H -1.1452 -2.7000 -2.0216 0.04
H -0.2817 -2.1973 -3.4716 0.10
H 0.4102 -1.9132 -1.9086 0.06
H -2.0041 -0.5369 -1.4766 0.08
H -1.8597 -0.3198 -3.1793 0.03
H -0.6746 0.2547 -2.1742 0.04
```


# 3
# C4H10O2

The molecule C4H10O2 in a non-equilibrium geometry (ωB97M-V/def2-TZVPD, OMol25).

## Properties
energy: -308.80642 a.u.
lowest unoccupied orbital energy: 0.877 eV
energy above the lowest of the compared OMol25 structures with the same formula, charge and spin: 240.9 kJ/mol
largest force on an atom: 5.8 eV Å⁻¹
SMILES: OCCCCO
spin multiplicity: 1
charge: 0
HOMO level: -10.26 eV
molecular weight: 90.12 g mol⁻¹

The geometry in XYZ format:
```
16
Properties=species:S:1:pos:R:3:lowdin_charge:R:1
O 2.8326 0.5084 0.2998 -0.13
C 1.4548 -0.3334 -0.0135 -0.12
C 0.4401 0.5611 0.5414 -0.24
C -0.9921 0.0359 0.5289 -0.18
C -1.5284 -0.6268 -0.7470 -0.28
O -1.8777 0.2437 -1.7801 -0.08
H 3.3609 -0.0730 0.8440 0.03
H 1.4979 -0.4051 -1.0390 0.08
H 1.4620 -1.2492 0.6258 0.13
H 0.5735 1.4780 -0.0340 0.12
H 0.6523 0.9404 1.4734 0.09
H -1.5472 0.8272 0.9370 0.09
H -1.0516 -0.5279 1.4487 0.11
H -2.2498 -1.3814 -0.4251 0.12
H -0.6418 -1.0986 -1.1540 0.10
H -2.3857 1.1006 -1.5064 0.15
```


# 4
# C3H2FO2Ru

A structure of composition C3H2FO2Ru in a non-equilibrium geometry (ωB97M-V/def2-TZVPD, OMol25).

## Properties
energy: -458.91198 a.u.
lowest unoccupied orbital energy (alpha / beta): -18.008 / -20.429 eV
energy above the lowest of the compared OMol25 structures with the same formula, charge and spin: 200.5 kJ/mol
largest force on an atom: 3.6 eV Å⁻¹
spin multiplicity: 7
charge: +3
HOMO level (alpha / beta): -24.87 / -27.38 eV
molecular weight: 190.12 g mol⁻¹

The geometry in XYZ format:
```
9
Properties=species:S:1:pos:R:3:lowdin_charge:R:1
O 0.4570 1.4157 -0.5772 0.16
H -0.3102 -2.1883 1.1125 0.25
O 0.9604 -0.6434 0.8210 -0.08
C -0.0008 -1.3921 0.4169 0.08
C -1.0683 -0.4590 -0.1082 -0.13
C -0.4428 0.8900 -0.0098 0.15
F -2.3096 -0.6317 0.3212 0.30
Ru 2.4249 0.2644 -0.0707 1.93
H -0.6351 -1.1632 -1.0825 0.35
```


# 5
# C14H42HfNO10S7

A structure of composition C14H42HfNO10S7 in a non-equilibrium geometry (ωB97M-V/def2-TZVPD, OMol25).

## Properties
energy: -4199.24939 a.u.
lowest unoccupied orbital energy (alpha / beta): -12.710 / -13.836 eV
largest force on an atom: 8.3 eV Å⁻¹
spin multiplicity: 2
charge: +4
HOMO level (alpha / beta): -18.93 / -18.93 eV
molecular weight: 787.45 g mol⁻¹

The geometry in XYZ format:
```
75
Properties=species:S:1:pos:R:3:lowdin_charge:R:1
Hf 1.6508 1.6764 -0.6068 2.34
N -0.4664 -0.2244 0.5268 -0.58
O -1.4093 -0.9185 0.8460 0.05
O 0.0881 -0.2867 -0.5466 -0.12
O 0.0159 0.6738 1.1948 -0.06
C 1.4543 -2.4579 2.4395 -0.21
S 2.5304 -1.8125 1.1209 0.92
O 2.5326 -0.2936 0.9090 -0.64
C 4.1421 -2.3288 1.9301 -0.16
H 1.9484 -2.7064 3.3788 0.07
H 0.9145 -3.3390 2.0926 0.05
H 0.6227 -1.7630 2.5561 0.04
H 4.9667 -2.1382 1.2432 0.07
H 4.0911 -3.3884 2.1806 0.07
H 4.1228 -1.8655 2.9166 0.06
C 1.4799 1.7079 4.1552 -0.18
S 2.7891 2.1369 2.9362 0.98
O 2.4109 2.0589 1.4573 -0.72
C 3.3851 3.7312 3.5184 -0.20
H 0.9700 0.7758 3.9114 0.06
H 0.7955 2.5499 4.2585 0.04
H 1.8878 1.6476 5.1642 0.09
H 4.1060 4.1958 2.8458 0.08
H 3.8663 3.6758 4.4949 0.09
H 2.5835 4.4476 3.6980 0.06
C 1.4478 -3.0677 -1.8689 -0.23
S 2.4006 -1.5988 -2.5079 0.94
O 2.4056 -0.3713 -1.6408 -0.71
C 4.0074 -2.5355 -2.5613 -0.17
H 1.5639 -3.7796 -2.6861 0.07
H 0.3691 -2.9253 -1.8039 0.03
H 1.9355 -3.5434 -1.0181 0.03
H 3.9685 -3.4102 -3.2104 0.08
H 4.1464 -2.9488 -1.5623 0.05
H 4.7632 -1.8104 -2.8630 0.07
C -3.3272 -4.5440 -0.7865 -0.16
S -3.4568 -3.2112 0.4754 1.07
O -4.7987 -3.3681 1.1789 -0.21
C -2.0689 -3.8287 1.4588 -0.21
H -3.0907 -5.5763 -0.5286 0.10
H -2.4788 -4.2550 -1.4069 0.06
H -4.2260 -4.3876 -1.3830 0.08
H -2.3013 -4.8420 1.7863 0.09
H -1.8477 -3.1884 2.3128 0.07
H -1.1971 -4.0897 0.8589 0.07
C -1.4689 3.2086 2.5772 -0.17
S -0.1223 4.1731 1.7160 0.96
O 0.4805 3.3597 0.5645 -0.71
C -1.1331 5.5194 0.9773 -0.19
H -2.2092 2.9951 1.8063 0.03
H -1.8709 3.7638 3.4247 0.09
H -1.0614 2.2705 2.9543 0.03
H -1.6432 6.0314 1.7933 0.08
H -1.9386 5.1550 0.3398 0.04
H -0.4871 6.2837 0.5453 0.08
C -1.4248 -0.8070 -3.2795 -0.21
S -0.5034 0.7226 -3.7209 0.91
O 0.6990 0.9765 -2.8865 -0.68
C -0.0078 0.3050 -5.5260 -0.13
H -2.1625 -0.7268 -2.4810 0.04
H -0.7151 -1.5407 -2.8972 0.02
H -1.9241 -1.2902 -4.1193 0.07
H 0.5227 1.0903 -6.0645 0.07
H -0.9575 -0.0563 -5.9204 0.06
H 0.7773 -0.4436 -5.4192 0.05
C -3.7843 1.3962 -0.4225 -0.17
S -2.4187 2.5527 -1.0402 0.90
O -1.0606 1.9111 -1.0578 -0.66
C -3.1367 2.7422 -2.7450 -0.22
H -3.6288 1.3894 0.6563 0.04
H -3.6458 0.4466 -0.9395 0.04
H -4.7547 1.8879 -0.4908 0.08
H -4.1957 2.9913 -2.6781 0.07
H -3.3452 1.7662 -3.1833 0.04
H -2.5727 3.4538 -3.3480 0.07
```


Q: Among the records above, which one has the highest charge?
A: C14H42HfNO10S7